Molecular formula: C27H27IrN2O5SSi
Method: DFT, wB97M-V/def2-TZVPD

Output
<S²>   8.788
HOMO-LUMO gap (alpha / beta)   6.8 / 5.9 eV
Net charge   +1
Spin multiplicity   6
LUMO (alpha / beta)   -3.400 / -5.716 eV

Positions of all 64 atoms, in Å:
Ir (0.090464, 0.265626, 0.089680)
C (0.171085, 2.178856, -0.594182)
Si (1.982232, 2.674244, -0.759543)
C (2.861647, 1.101647, -1.344354)
N (2.113645, -0.174679, -1.097816)
C (1.714538, -0.844286, -2.353597)
C (2.921263, -1.341105, -3.171446)
C (4.133027, -1.624350, -2.275728)
C (3.668492, -2.169765, -0.927817)
C (2.789097, -1.146306, -0.182341)
C (2.057957, 3.964395, -2.100848)
C (1.756823, 3.628915, -3.428545)
C (1.764135, 4.586521, -4.433320)
C (2.067379, 5.907115, -4.121758)
C (2.360781, 6.262812, -2.811765)
C (2.358113, 5.298499, -1.807764)
C (2.775531, 3.352267, 0.773100)
C (4.162708, 3.331224, 0.914961)
C (4.774770, 3.883536, 2.033997)
C (4.004710, 4.472207, 3.027341)
C (2.621944, 4.517445, 2.896234)
C (2.015693, 3.959860, 1.778167)
H (-0.367313, 2.313138, -1.536108)
H (-0.307681, 2.843953, 0.140466)
H (3.837708, 1.059013, -0.857020)
H (3.050516, 1.202716, -2.418117)
H (1.120077, -0.143274, -2.939789)
H (1.066902, -1.682013, -2.082940)
H (3.183421, -0.617992, -3.944737)
H (2.619436, -2.254949, -3.686843)
H (4.714725, -0.713083, -2.124699)
H (4.795237, -2.338215, -2.762600)
H (4.518328, -2.429793, -0.297289)
H (3.101701, -3.090144, -1.092851)
H (3.370042, -0.569742, 0.531322)
H (2.021984, -1.688485, 0.378056)
H (1.514732, 2.596992, -3.686934)
H (1.536332, 4.309428, -5.456157)
H (2.077037, 6.658461, -4.903608)
H (2.596769, 7.293293, -2.572449)
H (2.596635, 5.588166, -0.788578)
H (4.789378, 2.897537, 0.139860)
H (5.854212, 3.861566, 2.126346)
H (4.480692, 4.896563, 3.902937)
H (2.018110, 4.984473, 3.666392)
H (0.931147, 4.003354, 1.691768)
O (1.643017, -1.092451, 5.909583)
C (1.324880, -0.905736, 4.816096)
C (0.313660, -1.666525, 3.895072)
O (-0.335707, -2.629950, 4.280143)
C (0.364487, -0.990085, 2.646586)
C (1.295712, 0.179188, 2.619151)
O (1.425981, 0.833904, 1.530437)
C (1.982006, 0.363499, 3.835080)
O (2.809573, 1.092323, 4.271070)
O (-0.255290, -1.295014, 1.590070)
S (-3.403433, -1.636686, -1.973142)
C (-2.666672, -0.564625, -3.080461)
C (-1.615664, 0.051499, -2.501081)
N (-1.397425, -0.326387, -1.189844)
C (-2.281482, -1.219401, -0.790332)
H (-3.038685, -0.440236, -4.086676)
H (-0.979013, 0.790463, -2.962606)
H (-2.283301, -1.652298, 0.201768)

Cartesian forces, eV/Å:
0.36 0.18 -0.10
-0.32 -0.07 0.14
-0.11 0.22 -0.18
0.08 -0.29 -0.08
-0.37 -0.07 0.32
0.27 -0.01 -0.02
0.02 0.04 0.03
-0.06 -0.03 0.06
-0.04 0.11 -0.06
0.19 -0.08 -0.35
0.05 0.06 -0.23
0.01 0.05 0.05
-0.01 -0.05 0.05
0.01 0.01 0.04
-0.01 -0.06 0.02
0.00 0.00 -0.12
-0.17 0.09 0.20
0.06 0.06 0.05
0.01 0.00 -0.01
-0.02 -0.02 -0.02
-0.02 -0.04 -0.02
0.01 0.03 0.02
-0.06 0.09 0.08
0.03 -0.11 -0.05
0.00 -0.13 -0.06
0.05 -0.10 0.08
-0.03 -0.01 0.04
0.01 0.02 0.03
0.00 -0.01 0.00
0.01 0.02 -0.02
0.01 -0.01 -0.01
0.02 -0.01 -0.01
-0.02 -0.03 0.01
0.02 0.01 0.01
0.02 0.09 0.02
-0.02 0.05 -0.01
0.03 0.10 0.00
0.01 0.01 0.06
0.00 -0.05 0.06
-0.01 -0.06 0.00
-0.01 -0.02 -0.08
-0.03 0.01 0.05
-0.05 -0.01 0.00
-0.02 -0.01 -0.04
0.04 -0.03 -0.05
0.14 0.00 0.03
0.21 -0.04 0.59
-0.19 -0.12 -0.18
-0.31 -0.13 -0.59
0.20 0.15 0.13
0.21 0.02 0.42
-0.23 -0.51 0.34
0.14 0.21 0.14
-0.19 0.12 -0.73
0.39 0.28 0.39
-0.30 0.14 -0.40
-0.14 -0.07 -0.07
-0.12 -0.06 -0.09
0.10 0.11 0.18
0.07 -0.06 -0.09
0.01 0.04 -0.05
0.04 -0.01 0.11
-0.03 -0.06 0.05
0.06 0.05 -0.07

These are the natural (NBO) partial charges, in e, on atoms 1 to 8: number 1, Ir, carries 1.255; number 2, C, carries -1.108; number 3, Si, carries 1.695; number 4, C, carries -0.713; number 5, N, carries -0.420; number 6, C, carries -0.225; number 7, C, carries -0.430; number 8, C, carries -0.403


Molecular formula: C27H27IrN2S5Si
Method: DFT, wB97M-V/def2-TZVPD

Output
<S²>   0.761
HOMO-LUMO gap (alpha / beta)   7.7 / 4.8 eV
Net charge   +1
Relative energy (zero: lowest compared OMol25 entry of this formula, charge and spin)   0.048 eV
Spin multiplicity   2
LUMO (alpha / beta)   -2.528 / -5.353 eV

Positions of all 63 atoms, in Å:
Ir (0.057961, -0.046608, -0.024365)
S (0.938183, 2.000822, -0.761226)
C (0.236725, 2.246468, -2.353024)
C (0.582658, 3.427721, -3.023851)
C (0.095036, 3.701578, -4.283259)
C (-0.777819, 2.815168, -4.909518)
C (-1.144776, 1.657379, -4.257819)
C (-0.621641, 1.363582, -2.997280)
S (-1.183744, -0.091650, -2.148637)
C (-0.994265, -1.425493, -3.367350)
C (0.422318, -1.912696, -3.514739)
C (0.817201, -2.931116, -4.374387)
C (2.147297, -3.317292, -4.344866)
C (3.030850, -2.712497, -3.455618)
C (2.532203, -1.707204, -2.647237)
C (3.283221, -0.972870, -1.581827)
S (2.317199, -0.901873, -0.030925)
C (2.067606, -2.632091, 0.307867)
C (3.168732, -3.471100, 0.420933)
C (2.992414, -4.814068, 0.708805)
C (1.712781, -5.325595, 0.897085)
C (0.614227, -4.495138, 0.794440)
C (0.778302, -3.137049, 0.500479)
S (-0.660082, -2.151590, 0.370112)
N (1.270145, -1.314485, -2.707574)
H (1.249742, 4.125628, -2.534222)
H (0.385834, 4.617091, -4.780780)
H (-1.181093, 3.037864, -5.887416)
H (-1.859687, 0.988467, -4.719655)
H (-1.385467, -1.040276, -4.307988)
H (-1.667167, -2.217361, -3.035891)
H (0.110587, -3.413425, -5.036615)
H (2.496091, -4.105244, -4.999166)
H (4.064970, -3.023819, -3.396101)
H (3.425508, 0.077162, -1.844693)
H (4.248844, -1.409808, -1.336387)
H (4.168559, -3.073639, 0.300927)
H (3.855668, -5.459247, 0.798287)
H (1.574921, -6.373006, 1.127728)
H (-0.384927, -4.884814, 0.940496)
C (0.309175, 1.873761, 5.181583)
Si (-1.441274, 2.350735, 4.759221)
C (-1.652410, 4.203028, 4.831224)
C (-2.646152, 1.499318, 5.902341)
C (-1.935791, 1.832350, 2.991882)
C (-3.223449, 2.148315, 2.561836)
C (-3.682839, 1.829327, 1.288680)
C (-2.831589, 1.178544, 0.424805)
N (-1.594840, 0.859450, 0.816043)
C (-1.149942, 1.171260, 2.053062)
S (0.508233, 0.605262, 2.168987)
H (0.513637, 2.203722, 6.203507)
H (1.039640, 2.352374, 4.527980)
H (0.467907, 0.795033, 5.145857)
H (-1.434669, 4.568383, 5.837176)
H (-2.671457, 4.507770, 4.584901)
H (-0.974914, 4.705508, 4.138386)
H (-2.456330, 1.794074, 6.936730)
H (-2.551458, 0.413506, 5.841447)
H (-3.681060, 1.759764, 5.671648)
H (-3.895491, 2.664410, 3.239119)
H (-4.682282, 2.084049, 0.968212)
H (-3.117761, 0.902180, -0.579369)

Cartesian forces, eV/Å:
0.30 -0.21 -0.04
0.03 0.09 0.04
0.05 0.01 0.04
0.01 0.01 0.00
0.01 0.01 0.00
0.00 0.01 -0.01
-0.02 -0.04 0.03
-0.03 -0.06 -0.09
-0.06 0.16 0.03
0.02 0.05 -0.02
0.06 0.07 0.16
0.00 -0.04 -0.03
-0.01 -0.03 -0.02
-0.01 0.01 0.05
-0.06 -0.01 -0.01
0.02 0.05 0.07
-0.33 -0.01 -0.02
0.04 -0.01 -0.01
-0.01 0.04 0.01
-0.01 -0.03 0.01
0.01 0.01 0.00
0.00 -0.02 0.00
0.00 0.08 -0.04
0.01 -0.19 0.06
0.07 -0.06 -0.22
0.00 0.00 0.00
0.00 0.00 0.00
0.00 0.00 0.00
0.00 -0.01 -0.01
-0.06 0.01 0.01
0.03 -0.04 0.02
0.00 0.00 0.00
0.00 0.00 0.00
0.00 0.00 0.01
-0.01 0.00 0.01
0.01 0.01 -0.01
0.00 0.00 0.00
0.00 -0.01 0.00
0.00 0.00 0.00
0.00 0.01 0.00
0.00 0.00 0.00
0.00 -0.01 0.00
0.00 0.00 0.00
0.00 0.00 0.01
-0.01 0.01 0.01
-0.01 0.00 0.01
0.01 -0.01 -0.02
0.03 0.00 0.05
-0.05 0.06 0.03
-0.04 0.01 -0.04
0.02 0.06 -0.02
0.00 0.00 0.00
0.00 0.00 0.00
0.00 0.00 0.00
0.00 0.00 0.00
0.00 0.00 0.00
0.00 0.00 0.00
0.00 0.00 0.00
0.00 0.00 0.00
0.00 0.00 0.00
0.00 0.00 -0.01
0.00 0.00 0.00
0.00 -0.01 -0.01

These are the natural (NBO) partial charges, in e, on atoms 1 to 8: number 1, Ir, carries 0.436; number 2, S, carries -0.078; number 3, C, carries -0.160; number 4, C, carries -0.216; number 5, C, carries -0.173; number 6, C, carries -0.236; number 7, C, carries -0.142; number 8, C, carries -0.272


Molecular formula: C27H27N3O3
Method: DFT, wB97M-V/def2-TZVPD

Output
HOMO-LUMO gap   5.7 eV
Relative energy (zero: lowest compared OMol25 entry of this formula, charge and spin)   5.291 eV
Spin multiplicity   1
LUMO   -1.899 eV

Positions of all 60 atoms, in Å:
O (-3.745300, -0.977525, -3.628096)
C (-4.321956, -0.655826, -2.589056)
O (-5.401841, -1.069677, -2.167657)
C (-3.611271, 0.374558, -1.721364)
C (-4.580570, 1.467171, -1.231518)
C (-4.538993, 1.380471, 0.266610)
C (-3.661449, 0.363959, 0.666734)
C (-3.385979, 0.186981, 2.019481)
C (-3.997166, 0.995761, 2.950927)
C (-4.866909, 1.995532, 2.548066)
C (-5.138448, 2.194003, 1.205271)
N (-3.075230, -0.249560, -0.479568)
C (-1.998903, -1.114842, -0.537444)
C (-1.591713, -1.884266, 0.543369)
C (-0.306955, -2.335781, 0.790824)
C (0.115001, -2.853660, 2.055511)
C (1.480777, -2.797045, 2.387007)
C (1.911751, -3.113091, 3.651082)
C (1.008797, -3.524166, 4.614664)
C (-0.335744, -3.622176, 4.302948)
C (-0.786090, -3.293359, 3.046488)
H (-2.772332, 0.804668, -2.284901)
H (-4.278478, 2.463291, -1.570800)
H (-5.592492, 1.279064, -1.609040)
H (-2.657386, -0.532301, 2.334092)
H (-3.783080, 0.870920, 4.000654)
H (-5.314544, 2.641624, 3.284897)
H (-5.780766, 2.994125, 0.882223)
H (-1.409788, -1.110025, -1.440850)
H (-2.325309, -2.087630, 1.300499)
H (0.467985, -2.095890, 0.082907)
H (2.174325, -2.459859, 1.635846)
H (2.954858, -3.027401, 3.901369)
H (1.347510, -3.757481, 5.611940)
H (-1.029708, -3.958137, 5.054485)
H (-1.830849, -3.400220, 2.807549)
C (7.945116, -1.618674, -4.625363)
C (6.680735, -2.149662, -3.947716)
N (5.894185, -1.055951, -3.338725)
C (4.925128, -1.332474, -2.332377)
C (4.508925, -2.625232, -2.037242)
C (3.551200, -2.828222, -1.072030)
N (2.967132, -1.868509, -0.371537)
C (3.360880, -0.638599, -0.663339)
C (4.309779, -0.320256, -1.605001)
C (5.696558, 0.096043, -4.244515)
C (6.996121, 0.523423, -4.925197)
O (7.648335, -0.576973, -5.543590)
H (8.654512, -1.224460, -3.889175)
H (8.470357, -2.404997, -5.183030)
H (6.045369, -2.659755, -4.678396)
H (6.946272, -2.881271, -3.176098)
H (4.905026, -3.450707, -2.601596)
H (3.223733, -3.834813, -0.858726)
H (2.880929, 0.157304, -0.114559)
H (4.586841, 0.704992, -1.776869)
H (4.957755, -0.201898, -4.993746)
H (5.265861, 0.932751, -3.688017)
H (6.809204, 1.273674, -5.705028)
H (7.696153, 0.976989, -4.213612)

Cartesian forces, eV/Å:
1.12 0.08 -0.68
-0.51 -1.15 -0.77
-0.86 0.05 1.01
0.47 1.36 0.35
-0.16 0.18 0.03
0.56 -0.52 -0.47
-0.54 0.26 0.26
0.44 -0.46 -0.49
-0.19 0.25 0.09
-0.11 0.06 0.04
0.13 -0.13 -0.07
2.84 -1.81 -0.35
-2.71 2.74 -0.18
1.33 -1.25 1.49
-1.72 1.29 -0.92
0.29 -0.50 1.18
-0.53 0.13 -0.54
0.10 -0.13 0.41
0.14 0.07 0.07
-0.14 -0.11 0.12
0.23 0.09 -0.57
-0.14 -0.21 0.21
0.04 -0.11 0.06
0.24 -0.15 0.06
0.10 -0.16 0.26
0.08 -0.07 0.08
-0.11 0.08 0.12
-0.19 0.16 -0.04
-0.36 0.01 -0.50
-0.22 0.04 0.10
0.32 -0.08 -0.28
0.13 0.06 -0.17
0.23 -0.01 0.00
0.05 -0.06 0.10
-0.17 -0.06 0.10
-0.21 0.01 0.03
-0.10 0.41 0.08
-0.65 0.23 0.26
0.23 0.14 0.85
0.96 0.21 -1.46
0.35 -0.16 -0.35
0.01 -0.48 0.06
-0.20 -0.09 0.04
-0.01 0.52 0.03
0.19 0.35 -0.22
-0.15 -0.37 0.38
0.19 -0.24 0.15
-0.27 -0.14 -0.30
-0.09 -0.06 0.26
-0.36 0.14 0.08
0.13 -0.17 -0.25
0.04 0.21 -0.09
-0.01 -0.27 0.05
-0.05 -0.21 0.03
-0.06 0.17 0.15
-0.07 0.21 0.11
0.00 0.10 -0.29
0.20 -0.09 -0.11
-0.10 -0.34 0.14
-0.13 -0.01 0.24

These are the natural (NBO) partial charges, in e, on atoms 1 to 8: number 1, O, carries -0.723; number 2, C, carries 0.720; number 3, O, carries -0.739; number 4, C, carries -0.146; number 5, C, carries -0.430; number 6, C, carries 0.001; number 7, C, carries 0.188; number 8, C, carries -0.229


Total energy per entry: -63195.97873; -96308.54350; -39047.51149 eV
Molar mass per entry: 711.9; 760.2; 441.5 u